Record 1
ORCA calculation (ωB97M-V with the def2-TZVPD basis set) on 2 unconnected molecules or ions with the total composition C4H8F2N3O in a non-equilibrium geometry.

```
! RIJCOSX wB97M-V def2-TZVPD def2/J DEFGRID3
* xyz 1 1
F -0.37 0.73 -0.49
F 0.97 -0.33 1.05
O 1.44 3.35 -1.30
N -0.39 2.63 1.86
N -1.03 -1.83 -1.63
N 0.76 3.19 -0.19
C 0.23 -2.85 0.16
C 0.32 2.76 0.78
C -0.28 -1.71 -0.50
C -0.03 -0.50 0.07
H -1.40 -0.96 -2.06
H -1.41 2.77 1.81
H 1.65 2.44 -1.56
H 0.60 -2.78 1.11
H -0.43 -3.82 0.20
H -0.12 2.66 2.88
H -1.70 -2.57 -1.80
H 1.17 -3.18 -0.39
*
```

Calculated total energy (hartree): -596.024936
LUMO energy (eV): -3.994
Largest force on an atom (eV/A): 5.8
Orbital gap (eV): 7.47

Atom charges from the Löwdin analysis, given in e for atoms 1 to 6: F 0.012; F 0.021; O 0.177; N 0.205; N 0.121; N 0.122

Record 2
ORCA calculation (ωB97M-V with the def2-TZVPD basis set) on a molecular structure, C4H8F3IrO5S in a non-equilibrium geometry.

```
! RIJCOSX wB97M-V def2-TZVPD def2/J DEFGRID3
* xyz 2 5
Ir 1.88 -0.77 0.64
S -1.51 -1.02 -0.45
F 0.94 -0.35 -1.15
F -0.55 0.23 -2.60
F 0.05 -1.83 -2.45
O 0.37 -0.66 1.78
O -2.62 -1.45 -1.57
O 1.34 0.01 2.75
O -1.80 0.35 0.03
O 2.40 1.03 1.03
C 2.65 2.19 0.25
C 1.68 1.25 2.26
C -3.76 -2.17 -1.05
C -0.21 -0.74 -1.79
H 2.35 1.73 2.99
H -3.43 -3.14 -0.66
H -4.28 -1.61 -0.28
H 0.79 1.85 2.03
H 1.69 2.65 -0.05
H 3.19 1.86 -0.65
H 3.25 2.90 0.82
H -4.43 -2.30 -1.91
*
```

Calculated total energy (hartree): -1334.406712
LUMO energy (spin up / spin down) (eV): -10.142 / -12.851
Largest force on an atom (eV/A): 4.6
Expectation value of S²: 6.0175
Orbital gap (spin up / spin down) (eV): 8.03 / 4.52

Atom charges from the Löwdin analysis, given in e for atoms 1 to 6: Ir 1.693; S 1.068; F -0.074; F 0.228; F 0.210; O -0.215

Record 3
ORCA calculation (ωB97M-V with the def2-TZVPD basis set) on a molecular structure, C4H8FN in a non-equilibrium geometry.

```
! RIJCOSX wB97M-V def2-TZVPD def2/J DEFGRID3
* xyz 0 1
F 2.12 0.43 -1.17
N -2.11 0.50 -0.52
C -1.08 0.93 0.57
C 1.37 -1.30 0.21
C 1.13 0.11 -0.36
C 0.20 1.12 -0.18
H -2.90 -0.13 0.01
H 2.26 -1.37 0.91
H -1.57 1.60 1.40
H -1.06 -0.22 0.99
H 0.52 -1.68 0.68
H 0.63 2.11 -0.70
H 1.89 -1.79 -0.63
H -1.41 -0.32 -1.21
*
```

Calculated total energy (hartree): -311.690384
LUMO energy (eV): 0.849
Largest force on an atom (eV/A): 5.3
Orbital gap (eV): 9.55

Atom charges from the Löwdin analysis, given in e for atoms 1 to 6: F 0.034; N -0.142; C -0.302; C -0.013; C -0.364; C -0.101

Record 4
ORCA calculation (ωB97M-V with the def2-TZVPD basis set) on a single C4H8FN molecule in a non-equilibrium geometry.

```
! RIJCOSX wB97M-V def2-TZVPD def2/J DEFGRID3
* xyz 0 1
F -1.03 -1.01 -2.02
N 0.63 0.06 -0.36
C 0.75 1.42 0.15
C 1.65 0.40 0.54
C -0.46 -0.77 0.22
C -1.61 -0.78 -0.80
H -0.16 -1.90 0.32
H -2.08 0.20 -0.94
H -0.78 -0.30 1.17
H 0.02 1.68 0.97
H 1.63 -0.02 1.53
H 2.73 0.45 0.19
H -2.28 -1.56 -0.39
H 0.98 2.15 -0.58
*
```

Calculated total energy (hartree): -311.749327
LUMO energy (eV): 1.159
Largest force on an atom (eV/A): 4.4
SMILES string: FCCN1CC1
Orbital gap (eV): 10.43

Atom charges from the Löwdin analysis, given in e for atoms 1 to 6: F -0.046; N -0.112; C -0.154; C -0.225; C -0.177; C -0.227

Record 5
ORCA calculation (ωB97M-V with the def2-TZVPD basis set) on a single C4H8FN molecule in a non-equilibrium geometry.

```
! RIJCOSX wB97M-V def2-TZVPD def2/J DEFGRID3
* xyz 0 1
F -1.80 -0.33 -1.31
N -0.60 1.70 -0.07
C -0.34 0.32 0.39
C 0.22 -1.56 -1.20
C -0.62 -0.57 -0.80
C 1.07 0.14 0.93
H -1.07 0.05 1.19
H 1.15 0.56 1.97
H 1.80 0.56 0.29
H 1.24 -0.99 1.07
H 1.22 -1.48 -0.90
H -0.16 -2.37 -1.75
H -1.50 1.60 -0.54
H -0.62 2.36 0.73
*
```

Calculated total energy (hartree): -311.784653
LUMO energy (eV): 0.992
Largest force on an atom (eV/A): 3.4
SMILES string: C=C(F)[C@@H](C)N
Orbital gap (eV): 10.40

Atom charges from the Löwdin analysis, given in e for atoms 1 to 6: F 0.082; N 0.029; C -0.416; C 0.095; C -0.346; C -0.087

Record 6
ORCA calculation (ωB97M-V with the def2-TZVPD basis set) on a single C4H8FN3 molecule in a non-equilibrium geometry.

```
! RIJCOSX wB97M-V def2-TZVPD def2/J DEFGRID3
* xyz 0 1
F -0.33 2.49 -0.39
N -2.68 -0.87 -0.11
N 2.16 -1.44 -0.16
N 2.07 -0.01 -0.08
C 0.86 0.36 0.07
C -0.33 -0.51 0.17
C 0.79 1.90 0.26
C -1.59 -0.08 -0.02
H 3.16 -1.62 -0.21
H 1.63 2.35 -0.23
H 0.68 2.14 1.36
H -1.79 0.99 -0.27
H 1.66 -1.86 -0.90
H -0.11 -1.58 0.45
H -3.59 -0.41 0.01
H -2.59 -1.84 0.06
*
```

Calculated total energy (hartree): -421.284478
LUMO energy (eV): 0.912
Largest force on an atom (eV/A): 2.6
SMILES string: N/C=C/C(CF)=N\N
Orbital gap (eV): 8.76

Atom charges from the Löwdin analysis, given in e for atoms 1 to 6: F -0.109; N 0.064; N -0.026; N -0.001; C -0.328; C -0.068